No. 1
The following is a DFT calculation (ωB97M-V/def2-TZVPD) of one molecule with the formula C23H31N3O2.

Values from the calculation:
Kohn-Sham gap: 9.47 eV
structure (SMILES): Cn1cc(CCC(=O)N2CCC[C@@H](C(=O)c3ccc(C(C)(C)C)cc3)C2)cn1
calculated total energy: -32920.2432 eV
energy above the lowest of the compared OMol25 structures with the same formula, charge and spin: 1.0511 eV

Positions of all 59 atoms, in Å:
C -5.474 -1.553 2.289
N -4.755 -0.426 1.772
C -5.203 0.518 0.917
C -4.163 1.401 0.703
C -3.119 0.887 1.490
N -3.492 -0.210 2.121
H -2.132 1.285 1.613
C -4.106 2.583 -0.203
H -5.099 3.024 -0.311
H -3.435 3.328 0.226
C -3.569 2.194 -1.594
C -2.188 1.577 -1.439
O -1.227 2.277 -1.171
N -2.068 0.239 -1.605
C -3.161 -0.680 -1.868
H -3.990 -0.460 -1.189
C -2.721 -2.126 -1.643
C -1.995 -2.261 -0.310
H -2.680 -2.020 0.504
H -1.660 -3.292 -0.183
C -0.774 -1.329 -0.238
C 0.538 -2.104 -0.236
O 0.574 -3.297 -0.446
C 1.776 -1.322 -0.019
C 2.983 -1.904 -0.407
C 4.182 -1.238 -0.257
C 4.229 0.037 0.297
C 3.021 0.607 0.700
C 1.818 -0.049 0.549
H 0.918 0.435 0.894
H 3.012 1.591 1.144
C 5.521 0.816 0.478
C 5.428 2.122 -0.323
H 5.274 1.906 -1.378
H 6.349 2.691 -0.218
H 4.604 2.742 0.020
C 6.749 0.042 -0.007
H 7.641 0.647 0.146
H 6.677 -0.183 -1.069
H 6.874 -0.885 0.547
C 5.711 1.130 1.969
H 5.748 0.209 2.546
H 6.643 1.670 2.120
H 4.899 1.741 2.353
H 5.085 -1.730 -0.581
H 2.958 -2.893 -0.840
H -0.832 -0.741 0.681
C -0.764 -0.365 -1.437
H -0.051 0.447 -1.282
H -0.486 -0.900 -2.350
H -2.072 -2.459 -2.453
H -3.608 -2.763 -1.652
H -3.516 -0.557 -2.901
H -4.267 1.534 -2.104
H -3.449 3.103 -2.185
H -6.205 0.503 0.536
H -4.803 -2.098 2.950
H -5.798 -2.211 1.479
H -6.351 -1.228 2.853

Forces on the atoms, in the same order (eV/Å):
C -0.25 -0.38 0.17
N 0.03 0.37 -0.31
C 0.23 0.24 -0.01
C -0.27 -0.02 0.12
C -0.38 0.01 -0.10
N 0.47 -0.39 0.53
H 0.28 0.08 0.04
C -0.02 -0.09 -0.15
H 0.09 0.08 0.02
H -0.09 0.05 -0.05
C 0.10 0.20 0.12
C -0.28 -0.07 -0.33
O 0.17 0.45 0.24
N 0.21 -0.19 0.01
C -0.49 -0.19 -0.27
H 0.06 -0.04 -0.10
C 0.01 0.16 0.19
C 0.00 -0.16 -0.02
H -0.01 0.01 0.01
H -0.06 0.08 0.05
C -0.13 -0.29 -0.13
C -0.45 0.04 0.10
O 0.09 0.07 -0.05
C 0.73 -0.05 0.01
C -0.28 -0.02 -0.01
C 0.05 0.06 0.03
C -0.08 -0.07 -0.01
C 0.06 0.03 0.03
C -0.08 -0.19 -0.06
H -0.14 0.07 -0.02
H 0.02 0.11 0.05
C 0.19 0.11 0.02
C 0.02 -0.15 0.09
H -0.02 0.02 -0.12
H 0.11 0.08 0.01
H -0.09 0.09 0.02
C -0.23 0.10 0.07
H 0.07 0.06 0.02
H 0.03 -0.08 -0.12
H 0.05 -0.14 0.02
C -0.02 -0.04 -0.17
H 0.01 -0.07 0.10
H 0.11 0.08 0.03
H -0.09 0.07 0.07
H 0.12 -0.02 -0.03
H -0.01 -0.07 -0.02
H 0.05 0.06 -0.04
C 0.39 0.21 0.20
H -0.10 -0.19 -0.13
H 0.04 0.02 0.04
H -0.03 -0.05 -0.06
H 0.01 0.01 -0.08
H -0.06 -0.01 0.12
H -0.03 0.00 -0.01
H 0.05 -0.10 -0.05
H -0.23 -0.01 -0.07
H -0.05 0.04 -0.05
H 0.04 0.02 0.06
H 0.06 -0.02 -0.01

Atom charges from the natural (NBO) analysis, given in e for atoms 1 to 4:
1 C -0.407
2 N -0.162
3 C -0.064
4 C -0.127

No. 2
The following is a DFT calculation (ωB97M-V/def2-TZVPD) of a 7-piece molecular cluster, C13H40O13 overall.

Values from the calculation:
Kohn-Sham gap: 10.29 eV
structure (SMILES): OCCO.OCCO.OCCO.OCCO.OCCO.OCCO.CO
calculated total energy: -40742.3299 eV
energy above the lowest of the compared OMol25 structures with the same formula, charge and spin: 1.2918 eV

Positions of all 66 atoms, in Å:
C 3.869 -0.342 3.213
C 3.181 -1.198 2.160
O 1.915 -1.759 2.574
O 4.384 -1.135 4.277
H 3.190 0.428 3.578
H 4.695 0.209 2.763
H 3.716 -2.012 1.671
H 2.980 -0.531 1.321
H 1.966 -2.654 2.919
H 5.004 -1.769 3.910
C -0.871 -0.747 -3.678
C -2.320 -0.738 -3.069
O -3.271 -1.453 -3.841
O -0.418 -2.081 -3.770
H -0.253 -0.152 -3.006
H -0.857 -0.297 -4.670
H -2.754 0.244 -2.885
H -2.339 -1.239 -2.101
H -4.032 -1.375 -3.262
H -1.187 -2.550 -4.102
C 2.130 -4.099 0.060
C 2.044 -2.911 -0.949
O 3.312 -2.495 -1.479
O 2.282 -5.300 -0.714
H 1.223 -4.107 0.664
H 2.952 -4.001 0.770
H 1.541 -2.046 -0.516
H 1.267 -3.096 -1.691
H 3.184 -1.639 -1.895
H 3.060 -5.113 -1.245
C 1.274 3.494 -3.315
C -0.140 2.986 -3.128
O -0.732 2.653 -4.324
O 2.148 2.376 -3.528
H 1.680 3.994 -2.436
H 1.353 4.298 -4.048
H -0.783 3.674 -2.580
H -0.082 2.109 -2.482
H -1.682 2.776 -4.266
H 1.812 1.867 -4.270
C -2.851 3.367 1.743
C -1.856 4.442 1.324
O -0.963 4.852 2.362
O -3.999 3.843 2.396
H -2.315 2.697 2.415
H -3.151 2.805 0.858
H -2.264 5.311 0.809
H -1.254 4.001 0.528
H -1.452 5.187 3.117
H -3.759 3.899 3.323
C -1.944 -0.995 3.302
C -2.250 -2.214 2.414
O -1.376 -2.235 1.317
O -0.567 -0.964 3.644
H -2.529 -1.111 4.214
H -2.249 -0.126 2.720
H -3.304 -2.325 2.159
H -2.064 -3.012 3.133
H -1.655 -2.976 0.775
H -0.083 -1.293 2.883
C -0.150 0.582 0.384
O -1.465 0.425 -0.114
H 0.540 -0.246 0.223
H 0.223 1.494 -0.082
H -0.077 0.824 1.445
H -1.626 -0.501 0.081

Forces on the atoms, in the same order (eV/Å):
C 0.57 -1.04 -0.29
C -1.06 -0.09 -0.43
O -0.05 0.76 -0.21
O -0.45 0.34 0.42
H -0.18 -0.41 0.38
H 0.10 0.04 -0.40
H 0.85 0.08 0.50
H -0.41 0.15 -0.09
H 0.56 0.10 0.08
H 0.07 0.03 -0.09
C -1.91 0.14 0.47
C 0.72 0.25 0.28
O 0.07 -0.15 -0.53
O 0.16 0.06 0.31
H 0.21 -0.23 -0.01
H -0.15 0.27 -0.02
H 0.66 0.51 -0.13
H 0.76 0.07 0.32
H -0.50 -0.46 -0.48
H 0.00 -0.47 -0.17
C 0.18 0.82 -1.68
C -0.77 0.77 1.06
O -0.39 -0.83 0.31
O -0.18 0.33 0.84
H -0.19 -0.35 -0.34
H 0.26 0.21 -0.09
H 0.39 0.25 0.97
H 0.49 -0.92 -0.70
H 0.01 0.00 -0.11
H 0.14 -0.28 -0.27
C 0.36 -0.25 0.47
C 0.16 0.54 1.79
O -0.46 -0.38 -1.74
O -0.01 0.57 -0.18
H -0.34 -0.33 0.45
H -0.13 -0.38 -0.73
H 0.20 0.52 0.08
H 0.17 -0.25 0.18
H 0.07 -0.07 -0.05
H -0.06 -0.01 -0.21
C 0.65 0.21 -0.39
C 0.40 -0.12 -0.27
O 0.00 -0.27 -0.27
O -0.30 0.30 0.38
H 0.19 -0.30 -0.14
H -0.14 0.00 0.02
H -0.70 0.13 0.35
H 0.48 -0.24 0.25
H -0.20 0.11 -0.08
H -0.35 0.11 0.13
C -0.04 -0.46 -1.12
C -0.10 0.05 2.31
O -0.14 -0.01 -0.57
O -0.90 0.02 0.18
H -0.03 0.30 -0.03
H 0.04 0.55 0.29
H -0.10 0.49 -0.32
H 0.35 -0.78 -0.39
H 0.29 -0.13 -0.24
H 0.59 0.06 -0.18
C 0.67 1.58 0.12
O 0.39 -0.61 0.24
H -0.24 -0.16 -0.38
H 0.38 -0.15 -0.29
H -0.50 -0.27 0.38
H -0.64 -0.33 0.07

Atom charges from the natural (NBO) analysis, given in e for atoms 1 to 4:
1 C -0.093
2 C -0.095
3 O -0.757
4 O -0.716

No. 3
The following is a DFT calculation (ωB97M-V/def2-TZVPD) of C3H5NSi as an isolated structure.

Values from the calculation:
Kohn-Sham gap: 7.64 eV
calculated total energy: -12555.9870 eV
energy above the lowest of the compared OMol25 structures with the same formula, charge and spin: 2.4123 eV

Positions of all 10 atoms, in Å:
C -1.965 0.419 -0.107
C 1.134 1.417 0.455
C 0.819 1.072 -0.806
N -2.996 0.313 0.417
Si -0.616 -0.098 -1.284
H 1.901 2.099 0.709
H 0.354 1.047 1.179
H 1.450 1.462 -1.562
H 0.172 -3.577 0.318
H -0.254 -4.155 0.682

Forces on the atoms, in the same order (eV/Å):
C -0.79 -0.29 0.59
C -3.08 -1.26 -0.38
C -0.60 -0.04 1.03
N 0.64 0.34 -0.16
Si 0.94 0.17 -0.53
H 0.80 0.29 0.47
H 1.44 0.71 -0.01
H 0.64 0.08 -1.00
H -1.01 -1.38 0.86
H 1.01 1.39 -0.86

Atom charges from the natural (NBO) analysis, given in e for atoms 1 to 4:
1 C -0.287
2 C -0.301
3 C -0.743
4 N -0.268

No. 4
The following is a DFT calculation (ωB97M-V/def2-TZVPD) of C3H4 as an isolated structure.

Values from the calculation:
Kohn-Sham gap: 11.20 eV
calculated total energy: -3171.7633 eV
energy above the lowest of the compared OMol25 structures with the same formula, charge and spin: 2.0868 eV

Positions of all 7 atoms, in Å:
C 0.666 0.310 -0.005
C -2.023 -0.213 0.107
C -0.793 -0.027 0.099
H 1.271 -0.380 0.511
H -1.144 -1.264 -0.074
H 1.107 0.326 -1.068
H 0.915 1.248 0.430

Forces on the atoms, in the same order (eV/Å):
C -0.19 0.01 -2.16
C -0.83 -0.77 0.01
C 2.46 -0.52 -0.61
H 0.48 -1.11 0.78
H -0.49 1.43 0.25
H -1.17 -0.02 1.37
H -0.25 0.97 0.36

Atom charges from the natural (NBO) analysis, given in e for atoms 1 to 4:
1 C -0.666
2 C -0.100
3 C -0.300
4 H 0.237

Copy entry 3 word for word.
The following is a DFT calculation (ωB97M-V/def2-TZVPD) of C3H5NSi as an isolated structure.

Values from the calculation:
Kohn-Sham gap: 7.64 eV
calculated total energy: -12555.9870 eV
energy above the lowest of the compared OMol25 structures with the same formula, charge and spin: 2.4123 eV

Positions of all 10 atoms, in Å:
C -1.965 0.419 -0.107
C 1.134 1.417 0.455
C 0.819 1.072 -0.806
N -2.996 0.313 0.417
Si -0.616 -0.098 -1.284
H 1.901 2.099 0.709
H 0.354 1.047 1.179
H 1.450 1.462 -1.562
H 0.172 -3.577 0.318
H -0.254 -4.155 0.682

Forces on the atoms, in the same order (eV/Å):
C -0.79 -0.29 0.59
C -3.08 -1.26 -0.38
C -0.60 -0.04 1.03
N 0.64 0.34 -0.16
Si 0.94 0.17 -0.53
H 0.80 0.29 0.47
H 1.44 0.71 -0.01
H 0.64 0.08 -1.00
H -1.01 -1.38 0.86
H 1.01 1.39 -0.86

Atom charges from the natural (NBO) analysis, given in e for atoms 1 to 4:
1 C -0.287
2 C -0.301
3 C -0.743
4 N -0.268

> Number 3 is which compound?

C3H5NSi

> What is the calculated total energy in the first record?

-32920.2432 eV

> Which value of Kohn-Sham gap does entry 2 give?

10.29 eV